# C8H30B2O31

A cluster of 17 separate species, C8H30B2O31 in total at a distorted geometry (wB97M-V/def2-TZVPD, the OMol25 dataset).

```
71
C8H30B2O31 wB97M-V/def2-TZVPD
O 0.95188 2.29359 -3.53630
O 2.21366 -1.91287 0.98498
O 2.36222 -3.08982 -2.13663
O -0.32764 -3.68848 -0.94874
O 2.25981 -0.24924 -1.57107
O -2.55407 5.04611 -0.14977
O -0.06633 2.12859 2.07634
O -3.33708 -2.91467 -0.54207
O 6.88542 2.19894 2.69914
O -1.04414 -5.47045 -3.23604
O 2.05019 4.36651 -1.83795
O -3.96516 -2.87705 2.27962
O -0.40817 3.09468 -0.74388
O 3.42434 1.22331 -0.16911
O -0.50943 -1.20038 -3.58918
O -0.20059 -1.39671 -0.65303
O -5.20886 0.06408 0.25297
O -3.38803 -5.45962 -1.94736
O 2.70008 -5.10965 -0.32828
O 3.25731 -0.01461 1.75743
O 5.32352 1.15766 1.33217
O -1.03209 0.92832 -1.14553
O 0.38195 5.01306 2.06785
O -0.09131 6.03591 -0.89939
O 4.43245 3.87991 3.39238
O -3.55632 0.56156 2.37372
O -0.70521 0.12153 1.04888
O -0.24417 -4.87081 1.96000
O 3.48486 2.53817 1.80750
O 0.64206 -0.39445 3.97084
O -2.41306 -0.93801 -0.34806
C -0.41720 1.41547 1.09200
C 5.75600 2.17231 2.18661
C 4.48481 3.03617 2.51271
C 2.71463 -0.76854 0.81088
C -2.34693 -2.24623 -0.49203
C 2.79374 0.08632 -0.50305
C -0.86294 -2.56295 -0.71128
C -0.59942 1.92087 -0.33577
B -1.09295 -0.33013 -0.30337
B 3.83956 1.21507 1.20200
H 1.30263 0.27720 4.14042
H 1.26962 3.02391 -3.00536
H -3.99705 0.40562 1.53845
H -4.25284 -5.86765 -1.90422
H -0.57956 -4.16041 2.50689
H -1.45594 -1.21693 -3.73088
H 0.55466 4.07248 2.10911
H -3.37788 -4.84095 -1.21703
H -1.82897 -5.63299 -2.71273
H -3.24159 4.98972 -0.81337
H -0.59150 6.84558 -0.79706
H -0.93600 -4.51955 -3.21745
H 0.43418 -4.46079 1.42337
H 0.19691 1.95676 -3.05382
H 0.14211 -0.05710 3.22755
H -4.34766 -3.72664 2.49897
H -3.49392 1.51457 2.43790
H -4.47614 -0.51930 0.05546
H -0.34543 -0.35976 -3.16176
H -5.98853 -0.45213 0.04835
H 2.18697 -3.16135 -3.07492
H 2.03716 -4.74508 -0.91467
H 3.51490 -4.68209 -0.59186
H 2.60569 4.96031 -1.33291
H -1.75226 4.80541 -0.61388
H 1.19074 4.42927 -1.42126
H 1.94011 -2.27141 -1.87535
H 1.14609 5.41570 2.48041
H 0.33329 5.90731 -0.05122
H -3.77717 -2.93318 1.34274
```

Properties
Total charge: -1
2S+1: 2
Lowest unoccupied orbital energy (spin up / spin down) in eV: -0.70 / -4.52